Entry 1:
This record from OMol25 describes 2 unconnected molecules or ions with the total composition C3H6Br2O in a non-equilibrium geometry. The level of theory is ωB97M-V/def2-TZVPD.

- LUMO (spin up / spin down): -1.713 / -1.713 eV
- Relative energy (zero: lowest compared OMol25 entry of this formula, charge and spin): 1.230 eV
- HOMO level (spin up / spin down): -8.9 / -8.9 eV

```
! wB97M-V def2-TZVPD RIJCOSX def2/J DEFGRID3
* xyz 0 1
C 0.03 1.07 0.47
C -0.14 -1.38 -0.11
C -0.08 0.06 -0.53
O -0.49 0.36 -1.76
Br -2.08 -1.75 0.50
Br 2.67 -0.50 -0.97
H -0.95 1.36 1.11
H 0.31 1.94 -0.03
H 0.54 0.77 1.40
H 0.12 -2.13 -0.91
H 0.45 -1.55 0.72
H -0.37 -0.24 -2.49
*
```

Atom charges from the natural (NBO) analysis, given in e for atoms 1 to 4: -0.76 -0.48 0.64 -0.63

***

Entry 2:
This record from OMol25 describes a molecular structure, C3H5O4Yb in a non-equilibrium geometry. The level of theory is ωB97M-V/def2-TZVPD.

- LUMO (spin up / spin down): 0.294 / -0.164 eV
- Relative energy (zero: lowest compared OMol25 entry of this formula, charge and spin): 2.613 eV
- HOMO level (spin up / spin down): -4.9 / -7.5 eV

```
! wB97M-V def2-TZVPD RIJCOSX def2/J DEFGRID3
* xyz 0 2
O 0.71 -1.76 0.40
C -0.60 -1.54 0.57
C 1.39 -0.70 -0.28
O -1.33 -2.22 1.22
O -0.94 -0.47 -0.16
C 0.25 -0.15 -1.11
H 2.05 -0.40 0.54
H 2.31 -0.45 -1.00
H -0.03 -0.62 -2.06
H 0.34 0.92 -1.33
O -0.77 2.56 1.10
H -0.82 3.44 1.46
Yb -2.56 1.39 0.64
*
```

Atom charges from the natural (NBO) analysis, given in e for atoms 1 to 4: -0.49 0.98 -0.15 -0.56

***

Listing E_tot for the structures above in their given order: -5341.1171 -1576.8333 hartree.